Computed, not measured: a structure of composition C16H33HgNO9S2 at a distorted geometry, with wB97M-V/def2-TZVPD.

- E_HOMO (spin up / spin down): -0.4361 / -0.4248 Ha
- Net charge: +1
- E_LUMO (spin up / spin down): -2.2 / -7.5 eV
- Gap between HOMO and LUMO (spin up / spin down): 9.690 / 4.037 eV
- 2S+1: 2

Atoms and positions in Å:
Hg: 0.1250 0.9826 0.0149
C: 4.2845 1.3003 0.6398
C: 2.7109 1.4172 0.4928
O: 1.9672 1.0140 1.4457
O: 2.3513 1.4577 -0.6866
H: 4.6817 0.3408 0.9712
H: 4.6866 2.1018 1.2596
H: 4.7154 1.3414 -0.3606
C: -3.6286 -0.0113 1.8609
C: -2.2863 0.2812 1.3358
O: -2.0777 0.1472 0.1236
O: -1.3192 0.8127 1.9234
H: -4.3062 0.7497 1.4738
H: -3.5855 0.0865 2.9456
H: -3.8896 -1.0462 1.6397
C: -1.6191 4.7720 -2.2180
C: -0.6849 3.8850 -1.3786
C: -0.7347 4.2784 0.0767
O: 0.1471 3.3451 0.7284
C: 0.4004 3.6722 2.1297
N: -0.9693 2.4461 -1.5236
H: -2.5918 4.7563 -1.7264
H: -1.5567 4.2758 -3.1865
H: -1.1726 5.7642 -2.2830
H: 0.3182 4.1067 -1.7428
H: -1.6970 4.3019 0.5882
H: -0.3271 5.2877 0.1339
H: -0.1275 4.5430 2.5185
H: 1.4432 3.9482 2.2865
H: 0.0006 2.8463 2.7181
H: -1.2115 2.1985 -2.4723
H: -1.9030 2.3716 -1.1458
C: 1.1966 -3.7724 -3.4392
C: 1.5718 -2.8056 -4.4725
C: 0.7978 -1.4503 -4.2955
S: -0.2131 -1.5982 -2.7382
O: -1.5623 -2.0531 -3.1174
O: 0.0687 -0.4733 -1.8226
C: 0.8658 -2.9753 -2.1315
H: 2.0797 -4.3320 -3.1310
H: 0.3662 -4.4303 -3.6956
H: 1.1222 -3.1858 -5.3898
H: 2.6586 -2.8270 -4.5541
H: 0.1357 -1.0162 -5.0447
H: 1.6177 -0.7440 -4.1652
H: 0.2321 -3.4583 -1.3877
H: 1.7282 -2.5845 -1.5914
C: -0.4520 -2.5756 4.1214
C: -1.5961 -3.0836 3.2800
C: -1.0256 -3.4084 1.8191
S: 0.5594 -2.5435 1.6047
O: 0.4225 -1.3964 0.7200
O: 1.6873 -3.4093 1.4295
C: 0.6940 -1.8387 3.2693
H: 0.0258 -3.4054 4.6422
H: -0.7661 -1.7957 4.8150
H: -2.3030 -2.2548 3.2419
H: -2.1298 -3.8799 3.7988
H: -1.6233 -3.0535 0.9796
H: -0.6867 -4.4363 1.6895
H: 0.7846 -0.7526 3.2531
H: 1.5993 -2.2347 3.7294

---

Computed, not measured: a structure of composition C16H33MoN6O6P, with wB97M-V/def2-TZVPD.

- E_HOMO (spin up / spin down): -0.5524 / -0.5539 Ha
- Net charge: +2
- E_LUMO (spin up / spin down): -8.6 / -8.1 eV
- Gap between HOMO and LUMO (spin up / spin down): 6.469 / 6.964 eV
- 2S+1: 3

Atoms and positions in Å:
Mo: -0.0555 1.4766 0.7612
N: -1.3944 3.1804 1.4426
C: -1.3917 4.2014 0.3601
C: -0.0402 4.1878 -0.3293
O: 0.4325 5.0975 -0.9219
N: 0.6693 2.9353 -0.1543
C: 2.1244 3.0487 0.0198
C: 2.4138 2.6071 1.4876
O: 3.4409 2.7998 2.0358
O: 1.3432 1.9435 2.0132
H: -2.3512 2.9795 1.7215
H: -0.9513 3.5764 2.2722
H: -1.5726 5.2093 0.7294
H: -2.1663 3.9731 -0.3718
H: 2.4591 4.0674 -0.1678
H: 2.6778 2.3803 -0.6397
C: 0.5987 -3.9338 1.2001
C: 1.2730 -2.6092 1.4512
O: 1.2763 -1.8624 0.1959
P: 1.5974 -0.3339 -0.0488
O: 3.0892 -0.0452 0.3399
C: 3.8044 -0.3750 1.5866
C: 4.8958 -1.3677 1.2795
O: 1.5510 -0.1373 -1.5973
C: 2.5061 -0.7037 -2.5814
C: 2.1679 -2.1295 -2.9339
H: 0.5869 -4.5147 2.1219
H: 1.1401 -4.4985 0.4426
H: -0.4295 -3.7985 0.8659
H: 2.3049 -2.7550 1.7619
H: 0.7490 -2.0273 2.2146
H: 3.0919 -0.7489 2.3213
H: 4.2082 0.5678 1.9445
H: 4.4962 -2.3052 0.8905
H: 5.4496 -1.5810 2.1941
H: 5.5913 -0.9574 0.5491
H: 3.5057 -0.6004 -2.1644
H: 2.4019 -0.0406 -3.4349
H: 2.3183 -2.8023 -2.0920
H: 2.8240 -2.4459 -3.7451
H: 1.1375 -2.2141 -3.2794
C: -2.9473 1.2513 -0.6397
N: -4.1113 0.4824 -0.9591
C: -3.7737 -0.5197 -1.9767
N: -2.7355 -1.4203 -1.4730
C: -1.5536 -0.6742 -1.1531
N: -1.8250 0.3881 -0.0811
C: -2.4010 -0.3492 1.1161
N: -3.5656 -1.1126 0.7760
C: -4.5919 -0.2048 0.2453
C: -3.2259 -2.0914 -0.2680
H: -3.2191 1.9910 0.1141
H: -2.5671 1.7513 -1.5326
H: -3.4200 -0.0190 -2.8788
H: -4.6644 -1.0935 -2.2246
H: -1.1685 -0.1583 -2.0324
H: -0.7969 -1.3530 -0.7681
H: -2.6715 0.3897 1.8796
H: -1.6205 -1.0110 1.5107
H: -4.8584 0.5305 1.0071
H: -5.4809 -0.7811 -0.0020
H: -4.1147 -2.6704 -0.5105
H: -2.4608 -2.7700 0.1098